Record 1
{"formula": "C19H17IMoN5O4S2", "method": "ωB97M-V/def2-TZVPD", "symbols": ["Mo", "C", "C", "N", "C", "C", "S", "C", "C", "S", "C", "N", "C", "H", "H", "H", "H", "H", "H", "H", "H", "C", "C", "N", "C", "C", "N", "C", "O", "O", "C", "O", "O", "H", "H", "H", "H", "H", "I", "C", "C", "C", "C", "C", "N", "H", "H", "H", "H"], "xyz": [[0.91, -0.20, -0.64], [1.57, -1.43, -4.30], [2.68, -1.00, -3.40], [2.55, -0.63, -2.13], [3.79, -0.40, -1.55], [4.84, -0.52, -2.40], [4.28, -0.98, -3.94], [3.83, -0.21, -0.11], [4.88, -0.03, 0.74], [4.32, 0.04, 2.37], [2.72, -0.15, 1.87], [2.61, -0.28, 0.55], [1.50, -0.18, 2.74], [1.02, -2.25, -3.84], [1.96, -1.77, -5.25], [0.88, -0.60, -4.50], [5.90, -0.40, -2.20], [5.93, 0.05, 0.50], [1.76, -0.26, 3.79], [0.87, -1.03, 2.47], [0.91, 0.72, 2.58], [-3.14, 0.30, 3.88], [-2.75, 1.34, 2.90], [-1.86, 1.25, 1.95], [-1.88, 2.48, 1.32], [-2.82, 3.34, 1.92], [-3.34, 2.59, 2.90], [-3.38, 4.75, 1.81], [-2.93, 5.57, 0.87], [-4.22, 5.05, 2.60], [-1.12, 2.90, 0.25], [-0.74, 3.56, -0.59], [0.16, 1.14, 0.02], [-2.47, -0.55, 3.77], [-4.16, -0.04, 3.69], [-3.08, 0.68, 4.90], [-4.06, 2.95, 3.52], [-2.25, 5.20, 0.29], [-1.31, 0.45, -2.85], [-1.31, -1.50, -2.14], [-2.30, -2.39, -2.53], [-2.25, -3.68, -2.04], [-1.22, -4.05, -1.18], [-0.28, -3.11, -0.83], [-0.31, -1.85, -1.31], [-3.09, -2.08, -3.20], [-3.00, -4.40, -2.32], [-1.14, -5.05, -0.78], [0.55, -3.35, -0.17]], "mulliken_charge": [1.2467, -0.9880, 0.6167, -0.0240, 0.0617, -0.3691, -0.0267, -0.1578, -0.2914, -0.0253, 0.4754, -0.1553, -1.0256, 0.2503, 0.4637, 0.1484, 0.4572, 0.4587, 0.4670, 0.2463, 0.1938, -1.2623, 0.3159, -0.3866, 0.8508, -0.0132, 0.0078, 0.7637, -0.4060, -0.4568, 0.2498, -0.2635, -0.6147, 0.3078, 0.3522, 0.3915, 0.2802, 0.2597, 0.1709, 0.2943, -0.5392, -0.2858, -0.7831, -0.3007, 0.1052, 0.4842, 0.4565, 0.4761, 0.5227], "s_squared": 2.01, "spin_multiplicity": 3, "lumo_energy_ev": [-9.96, -10.22], "energy_ha": -2470.327573, "charge": 3, "homo_energy_ev": [-17.30, -17.29]}



Record 2
{"formula": "C32H38Li2O16S", "method": "ωB97M-V/def2-TZVPD", "symbols": ["Li", "Li", "S", "O", "O", "O", "O", "C", "O", "H", "H", "H", "H", "C", "O", "H", "H", "H", "H", "C", "C", "C", "C", "C", "C", "O", "O", "H", "H", "H", "H", "H", "H", "C", "C", "C", "C", "C", "C", "O", "O", "H", "H", "H", "H", "H", "H", "C", "C", "C", "C", "C", "C", "O", "O", "H", "H", "H", "H", "H", "H", "C", "C", "C", "C", "C", "C", "O", "O", "H", "H", "H", "H", "H", "H", "C", "C", "C", "C", "C", "C", "O", "O", "H", "H", "H", "H", "H", "H"], "xyz": [[50.77, 43.45, 27.62], [51.53, 41.91, 22.18], [52.59, 42.30, 25.14], [53.55, 43.28, 24.77], [51.70, 42.70, 26.29], [51.70, 42.19, 23.94], [53.19, 40.98, 25.36], [51.76, 37.46, 24.61], [51.52, 38.74, 23.94], [52.16, 37.48, 25.53], [52.20, 36.68, 24.19], [50.80, 36.86, 24.88], [51.84, 39.58, 24.38], [52.65, 43.66, 29.36], [51.50, 43.05, 29.68], [53.36, 43.55, 30.00], [52.22, 44.78, 29.24], [53.19, 43.15, 28.54], [51.37, 43.00, 30.61], [51.75, 47.02, 23.48], [51.38, 47.51, 22.31], [52.14, 47.14, 21.22], [53.29, 46.23, 21.36], [53.47, 45.62, 22.65], [52.78, 46.06, 23.73], [52.98, 45.68, 25.03], [51.90, 47.58, 19.94], [51.36, 47.50, 24.15], [50.49, 48.20, 22.22], [53.79, 45.91, 20.55], [54.36, 44.99, 22.67], [53.41, 44.72, 24.92], [51.18, 48.16, 20.11], [55.76, 40.87, 29.75], [54.92, 40.69, 28.62], [53.97, 39.58, 28.58], [54.04, 38.68, 29.66], [54.86, 38.96, 30.72], [55.69, 40.04, 30.77], [56.42, 40.32, 31.98], [53.13, 39.43, 27.52], [56.61, 41.68, 29.72], [54.76, 41.49, 27.96], [53.65, 37.80, 29.67], [54.64, 38.23, 31.55], [56.43, 39.77, 32.79], [53.36, 39.89, 26.65], [58.08, 42.48, 25.56], [58.94, 42.68, 26.62], [58.45, 43.30, 27.78], [57.18, 43.77, 27.86], [56.23, 43.64, 26.78], [56.78, 43.14, 25.55], [55.98, 43.07, 24.36], [59.24, 43.27, 28.84], [58.51, 42.22, 24.62], [59.91, 42.22, 26.55], [56.78, 44.37, 28.81], [55.32, 44.00, 26.76], [55.08, 43.24, 24.50], [60.11, 43.48, 28.52], [57.91, 38.97, 23.99], [56.65, 39.67, 24.10], [55.79, 39.80, 22.96], [56.16, 39.29, 21.72], [57.31, 38.50, 21.65], [58.12, 38.20, 22.83], [59.26, 37.41, 22.56], [54.52, 40.37, 23.03], [58.67, 38.84, 24.79], [56.51, 40.41, 24.87], [55.48, 39.46, 20.89], [57.81, 38.01, 20.58], [59.30, 37.42, 21.57], [54.44, 40.69, 23.81], [46.90, 42.05, 23.85], [45.79, 42.86, 23.74], [45.99, 44.23, 24.07], [47.30, 44.60, 24.43], [48.38, 43.70, 24.45], [48.18, 42.36, 24.17], [49.26, 41.50, 24.30], [45.10, 45.10, 23.91], [46.75, 41.07, 23.62], [44.78, 42.44, 23.33], [47.54, 45.53, 24.48], [49.36, 44.10, 24.89], [50.23, 41.74, 24.17], [44.34, 44.80, 23.43]], "mulliken_charge": [0.7835, 0.7582, 0.8497, -0.5744, -0.4383, -0.7769, -0.0753, -0.9288, -0.5471, 0.2672, 0.4984, 0.2856, 0.4020, -0.8637, -0.5180, 0.6566, 0.2817, 0.1964, 0.2668, -1.2241, -0.5197, 1.1078, -1.1815, -0.0935, 0.1050, -0.6344, -0.5322, 0.9870, 0.2353, 0.5588, 0.4550, 0.3516, 0.2571, -0.4800, 0.4745, -0.0610, -1.0130, -0.5179, 0.8274, -0.5857, -0.5914, 0.0580, 0.1312, 0.6991, 0.1903, 0.3019, 0.2326, -0.6355, -0.5096, 0.7127, -0.6039, -0.7145, 0.0515, -0.5789, -0.5204, 0.5492, 0.4184, 0.1143, 1.0749, 0.4557, 0.3105, -0.7473, -0.0859, 0.4510, -0.8734, -0.2287, 0.6317, -0.5304, -0.3310, 0.3710, 0.3318, 0.3686, -0.0233, 0.2871, 0.1511, -0.4737, -0.6402, 0.8864, -1.1042, 0.4039, -0.2338, -0.4006, -0.4988, 0.5021, 0.1592, 0.6542, 0.1114, 0.3726, 0.3029], "lumo_energy_ev": -0.84, "energy_ha": -2859.031126, "charge": 0, "homo_energy_ev": -7.64}



Record 3
{"formula": "C3H3N2O2", "method": "ωB97M-V/def2-TZVPD", "symbols": ["C", "C", "C", "N", "N", "O", "O", "H", "H", "H"], "xyz": [[-1.11, 2.19, 2.42], [-0.01, 0.33, 1.45], [0.10, -0.12, 0.01], [-0.01, -0.73, 2.41], [1.10, -0.16, 2.36], [-1.70, 2.69, 1.53], [-0.78, 2.13, 3.55], [0.87, -0.89, -0.13], [0.34, 0.73, -0.63], [-0.86, -0.54, -0.32]], "mulliken_charge": [0.7385, 0.2807, -1.0551, -0.4073, -0.4545, -0.4518, -0.4580, 0.3987, 0.2060, 0.2028], "lumo_energy_ev": 4.31, "energy_ha": -376.052071, "charge": -1, "homo_energy_ev": -2.64}



Record 4
{"formula": "C4H12", "method": "ωB97M-V/def2-TZVPD", "symbols": ["C", "C", "H", "H", "H", "H", "H", "H", "C", "C", "H", "H", "H", "H", "H", "H"], "xyz": [[-1.50, 1.18, 0.01], [-1.55, 1.39, 1.52], [-0.51, 1.46, -0.35], [-1.72, 0.14, -0.21], [-2.30, 1.75, -0.47], [-0.82, 0.73, 2.02], [-1.20, 2.39, 1.78], [-2.48, 1.15, 2.03], [0.93, -1.66, -1.08], [2.15, -0.88, -0.62], [1.06, -2.30, -1.95], [0.62, -2.34, -0.27], [0.04, -1.03, -1.14], [2.84, -1.55, -0.10], [1.81, -0.24, 0.21], [2.61, -0.20, -1.34]], "mulliken_charge": [-1.6409, -2.7997, 0.3912, 0.2748, 0.8356, 0.7325, 0.7875, 0.7450, -1.0828, -1.8514, 0.5682, 0.4908, -0.0294, 0.6128, 0.2285, 0.7372], "s_squared": 0.75, "spin_multiplicity": 2, "lumo_energy_ev": [4.40, 4.55], "energy_ha": -159.519596, "charge": -1, "homo_energy_ev": [1.56, -7.69]}